[1]
Formula: CH4NO2S2
Source: the OMol25 dataset
Level of theory: wB97M-V/def2-TZVPD

```
10
Properties=species:S:1:pos:R:3:forces:R:3:mulliken_charge:R:1
C 1.039 -0.575 -0.085 1.04 -0.28 -5.42 -0.38
N 0.070 0.496 -0.673 1.17 -0.53 0.90 -0.35
O -1.412 0.257 1.269 0.57 0.05 -0.31 -0.55
O -2.335 1.338 -0.778 -1.09 2.31 -0.62 -0.56
S 1.234 -0.864 1.608 -0.43 0.52 1.62 -0.60
S -1.596 0.219 -0.300 2.30 -2.42 0.84 0.49
H 2.064 -0.208 -0.584 -2.02 -1.02 1.00 0.20
H 0.765 -1.623 -0.619 0.60 2.26 0.91 0.19
H 0.485 1.103 -1.419 -1.18 -0.98 1.09 0.24
H -0.313 -0.143 1.581 -0.96 0.09 0.00 0.33
```
Positions in Å, forces in eV/Å.

Output
- Molar mass: 126.2 g mol⁻¹
- HOMO-LUMO gap: 0.277 Eh
- Maximum force: 0.1074 hartree/bohr
- 2S+1: 1
- Highest occupied orbital energy: -3.74 eV
- ΔE to the lowest compared entry with this formula, charge and spin: 61.6 kcal per mole
- LUMO level: 3.796 eV
- Charge: -1

[2]
Formula: C5H12O
Source: the OMol25 dataset
Level of theory: wB97M-V/def2-TZVPD

```
18
Properties=species:S:1:pos:R:3:forces:R:3:mulliken_charge:R:1
C -1.688 -0.872 0.411 0.02 -0.05 0.04 -1.31
C -0.753 0.011 -0.377 -0.13 0.08 0.00 0.22
C -0.385 1.329 0.121 -0.18 -0.05 0.07 -0.63
C 1.232 1.618 -0.073 -0.05 0.31 -0.08 -0.34
O 2.009 0.637 0.328 -0.05 0.04 0.00 -0.63
C 1.344 -1.426 0.025 0.02 -0.30 0.00 -1.18
H -1.451 -0.832 1.480 -0.03 -0.01 -0.16 0.35
H -1.653 -1.918 0.081 0.01 0.19 0.04 0.38
H -2.721 -0.524 0.285 0.15 -0.04 0.01 0.35
H -0.879 -0.054 -1.463 0.08 -0.02 0.18 0.37
H 0.389 -0.573 -0.221 0.13 -0.01 0.01 0.24
H -0.851 2.137 -0.450 0.12 -0.12 0.08 0.31
H -0.610 1.433 1.188 0.03 -0.02 -0.16 0.31
H 1.332 1.896 -1.147 0.04 -0.06 0.13 0.28
H 1.329 2.535 0.539 0.00 -0.11 -0.09 0.30
H 1.724 -1.408 1.039 -0.10 0.05 -0.16 0.31
H 2.123 -1.348 -0.723 -0.13 0.00 0.09 0.34
H 0.664 -2.272 -0.145 0.07 0.13 0.00 0.34
```
Positions in Å, forces in eV/Å.

Output
- Molar mass: 88.1 g mol⁻¹
- HOMO-LUMO gap: 0.287 Eh
- Maximum force: 0.0063 hartree/bohr
- 2S+1: 1
- Highest occupied orbital energy: -8.27 eV
- ΔE to the lowest compared entry with this formula, charge and spin: 114.2 kcal per mole
- LUMO level: -0.476 eV

[3]
Formula: CH5N2O2
Source: the OMol25 dataset
Level of theory: wB97M-V/def2-TZVPD

```
10
Properties=species:S:1:pos:R:3:forces:R:3:mulliken_charge:R:1
C -1.297 0.098 -0.080 0.65 -0.86 3.01 -0.79
N 2.171 0.220 -0.033 1.60 -2.22 0.23 -0.54
N -0.061 -0.570 0.590 -1.92 -1.09 -0.99 -0.07
O 0.398 -1.387 -0.331 0.17 -1.08 -0.28 -0.71
O 1.083 0.559 0.763 0.38 0.58 -0.32 -0.28
H -1.590 0.882 0.589 -0.28 0.81 0.12 0.25
H -1.120 0.381 -1.040 1.28 1.47 -2.77 0.34
H -2.165 -0.551 -0.249 0.42 -0.71 0.92 0.30
H 1.710 -0.737 -0.594 0.38 1.94 1.41 0.35
H 2.993 -0.276 0.615 -2.67 1.16 -1.34 0.15
```
Positions in Å, forces in eV/Å.

Output
- Structure (SMILES): CN([O-])ON
- Molar mass: 77.1 g mol⁻¹
- HOMO-LUMO gap: 0.248 Eh
- Maximum force: 0.0658 hartree/bohr
- 2S+1: 1
- Highest occupied orbital energy: -2.01 eV
- ΔE to the lowest compared entry with this formula, charge and spin: 171.4 kcal per mole
- LUMO level: 4.736 eV
- Charge: -1

Copy entry 1 word for word.
Formula: CH4NO2S2
Source: the OMol25 dataset
Level of theory: wB97M-V/def2-TZVPD

```
10
Properties=species:S:1:pos:R:3:forces:R:3:mulliken_charge:R:1
C 1.039 -0.575 -0.085 1.04 -0.28 -5.42 -0.38
N 0.070 0.496 -0.673 1.17 -0.53 0.90 -0.35
O -1.412 0.257 1.269 0.57 0.05 -0.31 -0.55
O -2.335 1.338 -0.778 -1.09 2.31 -0.62 -0.56
S 1.234 -0.864 1.608 -0.43 0.52 1.62 -0.60
S -1.596 0.219 -0.300 2.30 -2.42 0.84 0.49
H 2.064 -0.208 -0.584 -2.02 -1.02 1.00 0.20
H 0.765 -1.623 -0.619 0.60 2.26 0.91 0.19
H 0.485 1.103 -1.419 -1.18 -0.98 1.09 0.24
H -0.313 -0.143 1.581 -0.96 0.09 0.00 0.33
```
Positions in Å, forces in eV/Å.

Output
- Molar mass: 126.2 g mol⁻¹
- HOMO-LUMO gap: 0.277 Eh
- Maximum force: 0.1074 hartree/bohr
- 2S+1: 1
- Highest occupied orbital energy: -3.74 eV
- ΔE to the lowest compared entry with this formula, charge and spin: 61.6 kcal per mole
- LUMO level: 3.796 eV
- Charge: -1

Please write out number 2 again, unchanged.
Formula: C5H12O
Source: the OMol25 dataset
Level of theory: wB97M-V/def2-TZVPD

```
18
Properties=species:S:1:pos:R:3:forces:R:3:mulliken_charge:R:1
C -1.688 -0.872 0.411 0.02 -0.05 0.04 -1.31
C -0.753 0.011 -0.377 -0.13 0.08 0.00 0.22
C -0.385 1.329 0.121 -0.18 -0.05 0.07 -0.63
C 1.232 1.618 -0.073 -0.05 0.31 -0.08 -0.34
O 2.009 0.637 0.328 -0.05 0.04 0.00 -0.63
C 1.344 -1.426 0.025 0.02 -0.30 0.00 -1.18
H -1.451 -0.832 1.480 -0.03 -0.01 -0.16 0.35
H -1.653 -1.918 0.081 0.01 0.19 0.04 0.38
H -2.721 -0.524 0.285 0.15 -0.04 0.01 0.35
H -0.879 -0.054 -1.463 0.08 -0.02 0.18 0.37
H 0.389 -0.573 -0.221 0.13 -0.01 0.01 0.24
H -0.851 2.137 -0.450 0.12 -0.12 0.08 0.31
H -0.610 1.433 1.188 0.03 -0.02 -0.16 0.31
H 1.332 1.896 -1.147 0.04 -0.06 0.13 0.28
H 1.329 2.535 0.539 0.00 -0.11 -0.09 0.30
H 1.724 -1.408 1.039 -0.10 0.05 -0.16 0.31
H 2.123 -1.348 -0.723 -0.13 0.00 0.09 0.34
H 0.664 -2.272 -0.145 0.07 0.13 0.00 0.34
```
Positions in Å, forces in eV/Å.

Output
- Molar mass: 88.1 g mol⁻¹
- HOMO-LUMO gap: 0.287 Eh
- Maximum force: 0.0063 hartree/bohr
- 2S+1: 1
- Highest occupied orbital energy: -8.27 eV
- ΔE to the lowest compared entry with this formula, charge and spin: 114.2 kcal per mole
- LUMO level: -0.476 eV

The lowest HOMO-LUMO gap belongs to which entry? CH5N2O2